Entry 1:
{
  "formula": "C4H10FN",
  "method": "ωB97M-V/def2-TZVPD",
  "charge": 0,
  "gap_ev": 10.859,
  "smiles": "CC(C)(C)NF",
  "max_force_ev_per_a": 4.3,
  "spin_multiplicity": 1,
  "species": ["C", "C", "C", "C", "N", "F", "H", "H", "H", "H", "H", "H", "H", "H", "H", "H"],
  "positions_angstrom": [[1.3110, -0.6648, 0.0969], [0.0436, 0.3641, 0.0934], [-0.7938, 0.2781, 1.3380], [-0.8097, 0.0530, -1.1132], [0.7791, 1.6743, 0.0075], [-0.1839, 2.7344, -0.2119], [0.8801, -1.7025, 0.4426], [1.5452, -0.8928, -0.8894], [2.1885, -0.2311, 0.4661], [-1.4416, 1.2459, 1.1577], [-0.1010, 0.3154, 2.0816], [-1.2392, -0.6802, 1.3889], [-1.6940, 0.5823, -0.7819], [-0.2951, 0.3595, -1.9565], [-1.0608, -0.9665, -1.2285], [1.3336, 1.5849, -0.7882]]
}

Entry 2:
{
  "formula": "C4H10FN2",
  "method": "ωB97M-V/def2-TZVPD",
  "charge": 1,
  "gap_ev": 11.470,
  "smiles": "CN(C)C(=[NH2+])CF",
  "max_force_ev_per_a": 4.0,
  "spin_multiplicity": 1,
  "species": ["C", "N", "C", "C", "N", "C", "F", "H", "H", "H", "H", "H", "H", "H", "H", "H", "H"],
  "positions_angstrom": [[1.5349, 0.8395, 0.2556], [0.3637, 0.0046, -0.1189], [0.7743, -1.3770, -0.2486], [-0.8873, 0.4477, -0.1441], [-1.4407, 1.6752, -0.1695], [-2.2217, -0.6020, -0.1141], [-3.3574, 0.0355, 0.3526], [1.5934, 1.8059, -0.2002], [1.6745, 0.9838, 1.2962], [2.4518, 0.2349, -0.1285], [0.8347, -1.9384, 0.6621], [0.2048, -1.9897, -0.9374], [1.8116, -1.4803, -0.6957], [-2.4719, 1.7390, -0.1258], [-0.8339, 2.5000, 0.0942], [-2.5061, -0.9568, -1.2110], [-1.8765, -1.4424, 0.5183]]
}

Entry 3:
{
  "formula": "C4H10FOP",
  "method": "ωB97M-V/def2-TZVPD",
  "charge": 0,
  "gap_ev": 9.915,
  "max_force_ev_per_a": 5.3,
  "spin_multiplicity": 1,
  "species": ["C", "C", "C", "C", "O", "F", "P", "H", "H", "H", "H", "H", "H", "H", "H", "H", "H"],
  "positions_angstrom": [[-1.1318, 1.4087, 0.2759], [-0.0011, -0.1670, 1.8731], [0.2825, 0.7881, 0.7035], [-0.0236, -1.3300, -1.1733], [0.8165, 0.2224, -0.4777], [0.0371, -2.3490, -0.3143], [0.8598, -1.3981, -2.7468], [-0.8430, 2.1313, -0.5381], [-1.9214, 0.6236, 0.0650], [-1.4167, 1.8422, 1.2871], [-0.8291, -0.7888, 1.8858], [-0.1428, 0.4864, 2.6582], [0.9440, -0.8139, 1.9540], [1.1491, 1.5171, 0.7322], [-1.0914, -0.8196, -1.2444], [2.2354, -1.4530, -2.1775], [1.0765, 0.0997, -2.7627]]
}

Entry 4:
{
  "formula": "C4H10HgO2",
  "method": "ωB97M-V/def2-TZVPD",
  "charge": 0,
  "gap_ev": 6.348,
  "max_force_ev_per_a": 5.5,
  "spin_multiplicity": 1,
  "species": ["O", "C", "C", "O", "C", "Hg", "H", "H", "H", "H", "H", "H", "H", "C", "H", "H", "H"],
  "positions_angstrom": [[1.6952, 1.7631, 2.0248], [1.4145, 0.5902, 2.3022], [-0.0581, 0.4018, 2.2074], [-0.6123, 1.2000, 1.2109], [-2.0006, 1.0431, 0.9861], [0.7643, 2.6892, 0.1765], [1.9462, 0.0526, 3.1068], [1.3307, -0.6411, 0.3232], [-0.5390, 0.5108, 3.1948], [-0.1544, -0.7136, 1.7652], [-2.2608, 1.6855, 0.1358], [-2.2210, -0.0041, 0.7311], [-2.5426, 1.3981, 1.8742], [0.6517, -1.3730, -0.3439], [-0.1973, -1.9168, 0.0888], [0.2475, -0.7462, -1.1484], [1.3343, -2.1142, -0.7752]]
}

Summary of ΔE to the lowest compared entry with this formula, charge and spin in kcal per mole
71.8 8.2 134.2 17.2
(order as listed above)